No. 1
{
  "formula": "C46H87F4N12O14S4",
  "method": "wB97M-V/def2-TZVPD",
  "symbols": ["C", "C", "C", "O", "C", "C", "C", "O", "O", "O", "H", "H", "C", "C", "N", "C", "C", "N", "C", "C", "H", "H", "H", "H", "H", "H", "H", "H", "H", "H", "H", "C", "C", "N", "C", "C", "N", "C", "C", "H", "H", "H", "H", "H", "H", "H", "H", "H", "H", "H", "C", "C", "N", "C", "C", "N", "C", "C", "H", "H", "H", "H", "H", "H", "H", "H", "H", "H", "H", "C", "C", "O", "N", "H", "H", "C", "H", "H", "H", "H", "H", "H", "C", "C", "O", "N", "H", "H", "C", "H", "H", "H", "H", "H", "H", "C", "C", "C", "N", "C", "C", "C", "C", "C", "H", "H", "H", "H", "H", "H", "H", "H", "H", "H", "H", "H", "H", "H", "H", "H", "H", "H", "C", "C", "C", "N", "C", "C", "C", "C", "C", "H", "H", "H", "H", "H", "H", "H", "H", "H", "H", "H", "H", "H", "H", "H", "H", "H", "H", "N", "S", "O", "O", "F", "S", "O", "O", "F", "N", "S", "O", "O", "F", "S", "O", "O", "F"],
  "positions_angstrom": [[-1.2506, -2.0694, 0.1166], [0.0175, -2.3222, 0.5124], [1.0837, -1.2758, 0.4158], [2.2811, -1.3255, 0.9604], [0.8177, -0.0924, -0.1945], [-0.4847, 0.2599, -0.6848], [-1.5876, -0.8715, -0.5631], [-2.5896, -0.8088, -1.2086], [-0.7210, 1.3264, -1.2388], [0.2309, -3.4566, 1.0717], [-2.0021, -2.8390, 0.2134], [1.6056, 0.6461, -0.1838], [-5.9730, -3.3856, 6.2991], [-5.5643, -1.9795, 5.7723], [-4.4215, -2.1954, 4.9023], [-4.4475, -2.6713, 3.5684], [-3.1016, -2.6970, 3.1373], [-2.2809, -2.2997, 4.2152], [-3.1032, -2.0338, 5.2647], [-0.7999, -2.2488, 4.2415], [-5.2340, -3.6972, 7.0373], [-6.0698, -4.0643, 5.4517], [-6.8811, -3.4378, 6.8997], [-5.2257, -1.3842, 6.6203], [-6.3880, -1.4516, 5.2917], [-5.3788, -2.9823, 3.1186], [-2.5338, -2.8690, 2.2349], [-2.7601, -1.9126, 6.2816], [-0.3754, -3.2245, 4.0050], [-0.5350, -1.9935, 5.2675], [-0.5166, -1.5031, 3.4987], [7.9347, 5.8404, 1.9279], [7.8782, 4.3979, 2.3421], [7.1124, 3.5789, 1.3760], [7.5557, 3.1738, 0.1238], [6.5255, 2.4905, -0.5440], [5.4701, 2.3999, 0.3371], [5.8801, 3.0729, 1.5386], [4.1725, 1.7617, 0.1267], [6.9005, 6.1812, 1.8800], [8.3248, 6.0028, 0.9232], [8.5668, 6.4130, 2.6067], [7.3933, 4.3643, 3.3177], [8.8998, 4.0402, 2.4704], [8.5051, 3.5643, -0.2117], [6.3774, 2.0131, -1.5013], [5.1261, 3.2217, 2.2973], [3.3377, 2.0911, 0.7455], [4.3668, 0.6911, 0.1904], [3.9479, 1.9287, -0.9267], [4.5126, 6.2252, -0.5298], [3.9103, 6.2635, -1.9809], [3.0561, 5.1121, -2.1821], [1.8904, 4.8988, -1.5000], [1.3089, 3.7800, -2.0343], [2.2644, 3.0785, -2.8031], [3.2650, 3.9892, -2.9518], [2.0896, 1.8942, -3.5943], [5.0881, 5.3266, -0.3073], [3.6962, 6.4027, 0.1702], [5.2402, 6.9542, -0.1731], [4.7153, 6.1909, -2.7121], [3.3984, 7.2213, -2.0741], [1.4642, 5.6592, -0.8623], [0.3443, 3.3898, -1.7450], [4.1893, 3.7465, -3.4549], [2.5845, 1.7932, -4.5602], [1.0126, 1.7379, -3.6563], [2.6121, 1.1621, -2.9785], [-1.2133, 3.1537, 5.5973], [-0.5940, 1.9402, 4.9390], [-0.7715, 0.7860, 5.3476], [0.5108, 2.3086, 3.9431], [0.6662, 3.3052, 3.8912], [1.3692, 2.0901, 4.4283], [0.2396, 1.6875, 2.6017], [-1.4797, 3.9140, 4.8632], [-0.5094, 3.5742, 6.3155], [-2.1233, 2.9201, 6.1499], [1.1773, 2.0332, 2.1667], [-0.7011, 2.1625, 2.3232], [0.0292, 0.6182, 2.5794], [2.6905, -3.9405, 3.6988], [3.6734, -4.5622, 2.6236], [4.8028, -4.8842, 2.8297], [3.1793, -4.6137, 1.1921], [3.1049, -5.5688, 0.8721], [2.2686, -4.1838, 1.1148], [4.1433, -3.8738, 0.2155], [3.2758, -3.6843, 4.5819], [2.0344, -4.7614, 3.9884], [2.1656, -3.0537, 3.3437], [4.8652, -3.2661, 0.7610], [3.6049, -3.1768, -0.4267], [4.7257, -4.5509, -0.4093], [-2.3817, 4.3450, -2.2198], [-3.6648, 3.7616, -2.8816], [-3.8528, 2.2636, -2.5500], [-5.1649, 1.6061, -3.1138], [-5.3791, 1.7786, -4.6378], [-5.1918, 0.1791, -2.6488], [-6.6483, -0.2134, -2.6968], [-7.5225, 1.0706, -2.7854], [-6.4717, 2.1621, -2.4712], [-2.0259, 3.5826, -1.5268], [-2.6442, 5.1393, -1.5211], [-1.6112, 4.6715, -2.9183], [-3.5003, 3.7775, -3.9590], [-4.6655, 4.1476, -2.6873], [-3.8464, 2.0309, -1.4852], [-3.0066, 1.6402, -2.8390], [-6.1040, 1.0083, -4.9008], [-4.4321, 1.5786, -5.1390], [-5.8055, 2.7652, -4.8191], [-4.5410, -0.4476, -3.2587], [-4.8444, 0.0541, -1.6232], [-6.7800, -0.7735, -3.6226], [-7.0204, -0.7014, -1.7960], [-8.0774, 1.1163, -3.7224], [-8.3015, 1.0025, -2.0261], [-6.7095, 3.1590, -2.8424], [-6.3831, 2.2812, -1.3914], [0.3625, -6.0821, -5.6120], [0.9621, -4.6870, -5.2253], [-0.1850, -3.7586, -4.7336], [0.2556, -2.2712, -4.4599], [1.1423, -2.2480, -3.2651], [-1.0679, -1.3823, -4.2802], [-1.5263, -1.1625, -5.7672], [-0.2272, -1.2614, -6.6293], [0.8913, -1.4441, -5.6309], [0.0185, -6.5780, -4.7043], [1.1032, -6.8246, -5.9087], [-0.4159, -6.0762, -6.3750], [1.4363, -4.3009, -6.1276], [1.6690, -4.7585, -4.3987], [-0.6091, -4.1308, -3.8010], [-0.9866, -3.6381, -5.4623], [0.7622, -2.7050, -2.3515], [1.5436, -1.2637, -3.0236], [1.9978, -2.8271, -3.6126], [-0.8121, -0.3903, -3.9081], [-1.7274, -1.8887, -3.5754], [-2.0639, -0.2315, -5.9466], [-2.1249, -2.0294, -6.0467], [-0.1544, -0.3556, -7.2312], [-0.3271, -2.0999, -7.3186], [1.2872, -0.5392, -5.1700], [1.6971, -2.0852, -5.9882], [2.7211, 1.1495, 5.2681], [3.9520, 2.2705, 5.5751], [4.2469, 3.2772, 4.5505], [5.0053, 1.8780, 6.5164], [2.9381, 3.1150, 6.5637], [3.6071, 0.2192, 4.4351], [4.1506, -0.9179, 5.1411], [4.3167, 0.8428, 3.3394], [2.2787, -0.3854, 3.6639], [-5.2558, -5.2529, 1.4277], [-4.1803, -6.1517, 1.8759], [-4.1260, -7.5088, 1.2495], [-3.5461, -6.0180, 3.1666], [-2.9564, -5.4839, 0.9768], [-6.4048, -6.1336, 2.3312], [-6.3232, -6.2320, 3.7879], [-7.0608, -7.2160, 1.6469], [-7.5501, -4.9842, 2.1754]],
  "forces_ev_per_angstrom": [[-0.9, 1.6, -0.6], [0.6, -3.0, 2.3], [4.3, 0.3, 2.0], [-2.7, -1.8, -1.0], [-2.3, 1.7, -1.4], [1.4, -1.7, 0.8], [2.8, -1.0, 0.8], [-3.2, 1.5, -2.0], [-0.8, 1.5, -0.8], [1.8, 0.8, -0.4], [0.0, -0.1, -0.2], [0.1, 0.3, -0.1], [-0.1, 0.5, 0.3], [-0.5, -1.4, 1.4], [2.9, -0.1, -1.6], [2.6, 0.7, 0.7], [-0.6, 0.5, 1.5], [-2.7, -0.4, 0.6], [-0.9, -0.6, -1.1], [-1.0, -0.2, 0.1], [0.4, -0.3, -0.5], [0.1, -0.3, 0.3], [-0.3, 0.5, -0.4], [0.0, 0.2, -0.2], [0.3, -0.1, -0.4], [0.2, 0.1, -0.2], [-0.8, -0.5, -0.3], [-0.1, 0.4, -0.1], [-0.2, 0.1, -0.2], [0.2, 0.3, -0.3], [0.4, -0.1, 0.3], [-0.5, 0.3, -0.8], [0.4, 0.3, 0.5], [-1.3, -1.7, -0.7], [-0.9, 0.1, -1.0], [0.5, 0.6, 1.7], [1.9, 2.9, 3.8], [-1.4, -1.1, -3.0], [0.8, -0.9, -1.1], [0.1, 0.6, 0.4], [0.3, -0.2, 0.0], [-0.4, 0.0, 0.1], [-0.1, -0.5, -0.1], [-0.2, -0.6, -0.2], [0.0, -0.4, -0.2], [0.7, 0.2, -0.1], [0.5, 0.0, 0.6], [0.6, 0.0, 0.2], [-0.6, -0.1, 0.5], [-0.3, 0.2, 0.0], [-0.2, 0.0, 0.2], [2.4, 0.4, 1.3], [-0.1, -2.6, -0.7], [-1.0, -0.1, -1.6], [0.2, -1.0, 1.5], [0.1, 5.3, -0.2], [0.4, 0.4, 1.1], [0.1, -1.5, 0.9], [-0.6, -0.6, -0.2], [-0.1, -0.6, 0.2], [-0.1, 0.8, -1.1], [-0.1, 0.2, -0.1], [-0.4, -0.4, -0.4], [0.0, -0.2, -0.1], [0.1, -0.6, -0.2], [-0.1, 0.4, -0.2], [-0.1, 1.1, -0.1], [0.2, -0.4, 0.0], [-0.7, -0.8, -0.1], [-0.5, -0.1, -0.6], [-0.7, -2.1, 3.5], [1.0, 3.8, -2.7], [-2.1, -1.1, 1.4], [-0.9, 0.7, -0.4], [1.5, -1.9, 0.3], [0.5, 1.1, 0.6], [0.2, 0.1, 0.0], [0.3, 0.0, -0.1], [0.2, -0.4, -0.1], [-0.6, -0.7, -1.5], [0.4, 0.3, -0.8], [0.8, 0.1, 0.5], [1.2, -1.1, -1.0], [0.5, 1.4, 2.1], [-1.1, -0.1, -0.5], [1.5, 1.0, -1.1], [-0.1, -0.5, 0.1], [-1.5, 0.7, 0.1], [0.2, 0.2, 0.1], [0.2, -0.1, -0.3], [-0.4, 0.2, -0.1], [-0.1, -0.3, -0.4], [-0.3, -0.3, 0.4], [-0.5, -0.3, 0.4], [-0.3, -0.4, 0.4], [-1.4, -0.4, 1.1], [0.1, -1.7, -0.8], [-0.2, -0.4, -0.1], [0.1, 1.7, 0.9], [0.3, -0.9, 1.4], [-0.2, -0.5, 0.3], [-1.2, 0.0, -0.9], [0.7, -0.2, 0.4], [-0.5, 0.0, -0.5], [0.6, -0.2, -0.3], [0.0, 0.4, -0.4], [-0.2, -0.1, 0.0], [-0.3, 0.3, -0.2], [0.5, 1.1, 0.3], [-0.5, 0.4, 0.2], [-0.1, -0.1, -0.6], [0.1, 0.2, -0.2], [-0.1, 0.2, 0.0], [0.4, -0.1, -0.1], [0.0, 0.2, -0.1], [0.5, 0.7, -0.2], [-0.5, -0.6, 0.5], [0.6, -0.7, -0.4], [0.4, 0.5, -0.1], [0.2, 0.4, 0.1], [0.2, -0.1, -0.3], [0.6, -0.4, 0.0], [0.5, -0.2, 1.2], [-1.3, -0.2, -0.4], [0.7, 0.9, -0.9], [-1.8, 1.9, 0.6], [1.2, -0.3, -0.5], [0.8, -0.4, -1.3], [0.4, -1.4, 0.7], [-0.8, 0.6, 0.3], [0.1, -2.2, 0.5], [-0.7, 0.2, 0.1], [0.4, 0.5, -0.4], [0.0, 0.3, 0.2], [0.2, 0.3, 0.2], [0.2, -0.3, -0.3], [0.0, 0.2, 0.1], [0.1, -0.4, 0.0], [-0.6, 0.0, -0.3], [-0.6, 0.2, -0.1], [0.2, -0.1, 0.4], [0.5, -0.3, 0.6], [-0.1, 0.1, -0.2], [0.0, -0.2, 0.3], [-0.5, 0.4, -0.1], [0.5, -0.1, 0.0], [0.3, 0.0, 0.1], [-0.2, -0.1, -0.1], [0.2, 0.4, -0.2], [2.2, 3.6, 1.3], [-0.1, 3.9, 4.6], [-0.7, -1.8, 0.8], [-2.0, 0.1, -2.8], [0.6, -0.4, -1.0], [-0.9, -6.2, -3.2], [-0.3, 1.7, -1.1], [0.2, -0.4, 0.8], [0.8, -0.1, 0.2], [-5.1, 1.0, 1.4], [11.2, -6.2, -2.0], [-1.1, 2.8, 2.0], [-1.3, 0.2, -0.1], [-0.6, 0.7, -0.1], [-6.4, 0.5, 0.8], [1.1, 0.6, -2.3], [1.6, 0.8, 0.2], [0.8, 0.1, 0.1]],
  "lowdin_charge": [-0.03, -0.41, -0.37, -0.09, -0.07, -0.36, -0.39, 0.03, -0.04, -0.06, 0.11, 0.08, -0.04, -0.16, -0.06, 0.05, 0.04, -0.07, 0.00, 0.02, 0.08, 0.07, 0.09, 0.12, 0.13, 0.12, 0.10, 0.16, 0.10, 0.10, 0.08, -0.07, -0.15, -0.03, 0.01, -0.01, -0.08, 0.05, 0.00, 0.07, 0.08, 0.10, 0.14, 0.14, 0.14, 0.13, 0.13, 0.09, 0.11, 0.07, -0.05, -0.13, -0.05, -0.01, 0.01, -0.07, 0.01, 0.00, 0.05, 0.08, 0.08, 0.13, 0.14, 0.15, 0.10, 0.17, 0.11, 0.10, 0.09, 0.03, -0.32, 0.14, 0.07, 0.17, 0.08, 0.04, 0.09, 0.11, 0.10, 0.10, 0.11, 0.09, 0.05, -0.34, 0.17, 0.13, 0.18, 0.10, 0.03, 0.09, 0.10, 0.06, 0.10, 0.07, 0.10, -0.07, -0.19, -0.12, -0.22, 0.06, -0.14, -0.14, -0.13, -0.08, 0.04, 0.08, 0.07, 0.10, 0.10, 0.13, 0.11, 0.10, 0.10, 0.11, 0.13, 0.12, 0.12, 0.13, 0.12, 0.12, 0.12, 0.14, -0.07, -0.20, -0.07, -0.22, 0.00, -0.04, -0.13, -0.13, -0.08, 0.08, 0.08, 0.08, 0.10, 0.10, 0.14, 0.12, 0.11, 0.09, 0.09, 0.11, 0.13, 0.11, 0.10, 0.12, 0.12, 0.11, 0.13, -0.29, 0.62, -0.33, -0.23, -0.23, 0.47, -0.23, -0.31, -0.23, -0.26, 0.39, -0.30, -0.31, -0.27, 0.57, -0.28, -0.25, -0.24],
  "homo_lumo_gap_ev": 5.777,
  "homo_energy_ev": -12.6,
  "total_charge": 3,
  "lumo_ev": -6.86
}

***

No. 2
{
  "formula": "C3H5NOS",
  "method": "wB97M-V/def2-TZVPD",
  "symbols": ["C", "C", "S", "N", "C", "O", "H", "H", "H", "H", "H"],
  "positions_angstrom": [[-0.9843, 0.6333, -1.3286], [-0.0083, 0.5809, -0.0875], [0.6653, 1.8560, 0.6112], [0.2692, -0.6771, 0.4017], [1.1690, -0.9233, 1.4801], [1.1953, -1.9683, 2.0640], [-0.9773, -0.3242, -1.8653], [-0.7846, 1.4699, -2.1004], [-1.9934, 0.8235, -0.9580], [-0.4130, -1.4130, 0.1297], [1.8621, -0.0578, 1.6530]],
  "forces_ev_per_angstrom": [[0.9, 0.7, -0.1], [-0.5, -0.5, -1.3], [0.1, 1.7, 0.0], [-1.1, -0.7, -0.2], [0.1, 0.3, -0.7], [-0.1, 0.0, 0.0], [0.0, 0.2, 0.2], [0.1, -1.3, 1.6], [0.0, -0.1, 0.1], [1.1, 0.5, 0.5], [-0.6, -0.7, -0.1]],
  "lowdin_charge": [-0.09, -0.86, 0.72, 0.00, -0.33, 0.06, 0.06, 0.10, 0.07, 0.16, 0.09],
  "homo_lumo_gap_ev": 8.724,
  "relative_energy_kcal_mol": 16.8,
  "smiles": "CC(=S)NC=O",
  "homo_energy_ev": -8.8,
  "lumo_ev": -0.08
}